(1)
C40H110N10O10 | ωB97M-V with the def2-TZVPD basis set

The geometry in XYZ format:
```
170
Properties=species:S:1:pos:R:3
C -7.984 -6.053 4.531
C -6.626 -6.177 5.169
C -6.109 -4.857 5.679
O -5.803 -3.913 4.677
C -5.188 -2.708 5.090
N -6.651 -7.176 6.162
H -8.791 -6.201 5.249
H -8.114 -6.888 3.843
H -8.034 -5.146 3.929
H -6.019 -6.507 4.326
H -5.224 -4.976 6.305
H -6.717 -4.436 6.480
H -4.242 -2.888 5.600
H -5.806 -2.079 5.730
H -5.014 -2.092 4.208
H -5.690 -7.466 6.269
H -7.087 -7.922 5.639
C 1.094 -1.321 8.078
C 2.565 -1.091 8.545
C 2.749 0.244 9.383
O 2.065 1.407 8.866
C 2.685 2.031 7.765
N 3.032 -2.299 9.228
H 0.814 -0.456 7.477
H 0.433 -1.415 8.939
H 0.986 -2.243 7.507
H 3.196 -0.944 7.669
H 3.814 0.471 9.428
H 2.365 0.142 10.398
H 3.728 2.223 8.019
H 2.267 3.012 7.538
H 2.642 1.469 6.832
H 2.866 -2.404 10.219
H 2.419 -3.026 8.889
C -2.010 -2.176 -5.363
C -2.576 -3.230 -4.487
C -3.008 -2.613 -3.103
O -2.892 -3.606 -2.102
C -3.460 -3.144 -0.894
N -3.658 -3.875 -5.188
H -1.181 -1.687 -4.852
H -2.757 -1.411 -5.577
H -1.631 -2.528 -6.322
H -1.764 -3.946 -4.356
H -3.995 -2.156 -3.183
H -2.334 -1.798 -2.838
H -4.542 -3.012 -0.903
H -2.893 -2.369 -0.381
H -3.317 -4.030 -0.275
H -3.773 -4.672 -4.579
H -4.535 -3.381 -5.103
C 1.386 -5.353 2.443
C 2.004 -5.644 1.077
C 1.701 -7.110 0.596
O 1.964 -7.992 1.668
C 2.121 -9.371 1.302
N 1.715 -4.638 0.081
H 1.705 -6.116 3.153
H 0.298 -5.275 2.443
H 1.763 -4.417 2.854
H 3.084 -5.662 1.224
H 2.287 -7.340 -0.294
H 0.684 -7.130 0.206
H 2.308 -9.962 2.198
H 2.992 -9.476 0.656
H 1.254 -9.834 0.830
H 0.740 -4.384 0.008
H 1.985 -3.767 0.515
C 0.565 1.883 1.730
C 0.866 1.453 0.297
C 0.813 2.600 -0.724
O 0.621 2.104 -2.095
C 0.389 3.109 -3.011
N 2.217 0.937 0.251
H 0.722 1.103 2.475
H -0.443 2.234 1.948
H 1.243 2.682 2.033
H 0.233 0.629 -0.032
H 1.674 3.266 -0.670
H -0.051 3.204 -0.447
H -0.622 3.495 -2.878
H 0.439 2.654 -4.000
H 1.031 3.990 -3.028
H 2.868 1.647 0.554
H 2.516 0.774 -0.699
C -8.948 5.448 -3.747
C -8.227 5.196 -2.421
C -6.693 5.074 -2.601
O -5.941 4.781 -1.423
C -6.032 3.391 -1.125
N -8.585 6.256 -1.473
H -8.515 6.278 -4.306
H -10.026 5.580 -3.648
H -8.749 4.532 -4.303
H -8.738 4.316 -2.030
H -6.245 6.043 -2.821
H -6.451 4.365 -3.392
H -7.054 3.150 -0.832
H -5.454 3.081 -0.254
H -5.786 2.680 -1.914
H -9.576 6.372 -1.313
H -8.140 6.093 -0.582
C -2.917 3.951 8.286
C -2.572 4.685 9.604
C -3.756 5.500 10.179
O -3.206 6.511 11.062
C -4.205 7.417 11.602
N -2.158 3.715 10.598
H -2.032 3.452 7.892
H -3.190 4.756 7.604
H -3.715 3.225 8.440
H -1.713 5.342 9.473
H -4.501 4.967 10.770
H -4.281 6.000 9.365
H -4.582 8.027 10.781
H -3.702 8.062 12.322
H -4.969 6.890 12.173
H -1.310 3.443 10.122
H -1.850 4.129 11.467
C 8.191 1.287 2.337
C 7.998 2.794 2.449
C 9.343 3.551 2.244
O 9.113 4.925 2.256
C 10.305 5.720 2.271
N 7.149 3.285 1.336
H 7.216 0.802 2.388
H 8.843 0.839 3.086
H 8.613 1.065 1.357
H 7.466 3.074 3.358
H 9.836 3.269 1.314
H 9.982 3.336 3.101
H 11.039 5.501 1.495
H 10.785 5.488 3.222
H 10.026 6.773 2.285
H 7.023 4.245 1.622
H 7.671 3.398 0.478
C 3.969 -1.892 -5.282
C 3.809 -3.125 -6.195
C 4.911 -3.160 -7.299
O 4.807 -1.913 -8.101
C 5.525 -1.954 -9.324
N 3.750 -4.286 -5.276
H 3.068 -1.882 -4.668
H 4.232 -1.033 -5.899
H 4.823 -2.104 -4.639
H 2.940 -3.113 -6.854
H 4.681 -4.075 -7.844
H 5.882 -3.262 -6.814
H 5.343 -1.027 -9.867
H 5.192 -2.844 -9.858
H 6.577 -2.122 -9.095
H 3.128 -4.057 -4.514
H 4.606 -4.411 -4.755
C 1.688 0.795 -16.226
C 1.382 1.868 -15.117
C 2.120 1.643 -13.716
O 1.794 2.720 -12.830
C 1.856 2.166 -11.494
N 1.499 3.228 -15.613
H 2.764 0.640 -16.301
H 1.256 1.086 -17.184
H 1.188 -0.126 -15.926
H 0.321 1.882 -14.865
H 3.195 1.567 -13.879
H 1.776 0.687 -13.322
H 2.854 1.739 -11.391
H 1.080 1.415 -11.350
H 1.832 2.939 -10.726
H 2.422 3.260 -16.021
H 1.591 3.717 -14.734
```

Output
**2S+1**: 1
**Electronic energy**: -2889.6073 hartree
**HOMO level**: -9.04 eV
**LUMO level**: 0.006 Ha
**SMILES**: COC[C@H](C)N.COC[C@H](C)N.COC[C@H](C)N.COC[C@H](C)N.COC[C@H](C)N.COC[C@H](C)N.COC[C@H](C)N.COC[C@H](C)N.COC[C@H](C)N.COC[C@H](C)N
**Energy above the lowest of the compared OMol25 structures with the same formula, charge and spin**: 535.1 kJ/mol

Löwdin atomic charge list, values in e, 4 entries: C -0.06; C -0.51; C -0.22; O -0.18

(2)
C40H110N10O10 | ωB97M-V with the def2-TZVPD basis set

The geometry in XYZ format:
```
170
Properties=species:S:1:pos:R:3
C -3.699 2.439 -1.867
C -2.562 2.479 -2.937
C -2.579 1.465 -4.114
O -2.124 0.210 -3.619
C -2.170 -0.747 -4.685
N -2.574 3.820 -3.339
H -4.693 2.594 -2.287
H -3.635 3.145 -1.038
H -3.785 1.443 -1.432
H -1.609 2.400 -2.414
H -1.758 1.844 -4.722
H -3.497 1.272 -4.669
H -1.351 -1.464 -4.623
H -2.024 -0.373 -5.698
H -3.146 -1.222 -4.581
H -2.396 4.492 -2.607
H -1.903 3.961 -4.080
C -1.779 2.925 1.000
C -2.306 1.656 1.693
C -3.689 1.202 1.083
O -4.777 2.156 1.308
C -5.420 1.887 2.538
N -1.379 0.582 1.514
H -0.794 3.228 1.357
H -2.335 3.813 1.301
H -1.608 2.689 -0.050
H -2.386 1.800 2.771
H -4.027 0.212 1.389
H -3.519 1.102 0.011
H -4.828 2.211 3.393
H -5.514 0.812 2.687
H -6.439 2.273 2.501
H -1.529 0.319 0.550
H -0.412 0.768 1.737
C -0.284 -2.607 3.708
C -1.414 -1.643 4.171
C -0.858 -0.408 4.941
O -1.683 0.817 4.817
C -1.054 1.908 5.522
N -1.946 -1.112 2.912
H 0.175 -3.215 4.487
H 0.484 -1.943 3.309
H -0.484 -3.267 2.864
H -2.198 -2.245 4.630
H 0.103 -0.203 4.469
H -0.650 -0.653 5.982
H -1.052 1.717 6.595
H -1.550 2.874 5.426
H -0.032 2.016 5.157
H -2.522 -1.677 2.305
H -2.433 -0.234 3.022
C 1.033 -1.868 -4.555
C 2.043 -1.472 -3.559
C 3.202 -0.724 -4.213
O 4.353 -0.781 -3.368
C 5.425 -0.094 -3.963
N 1.591 -0.660 -2.435
H 0.092 -2.024 -4.026
H 1.331 -2.824 -4.986
H 0.813 -1.097 -5.293
H 2.357 -2.407 -3.097
H 2.970 0.298 -4.511
H 3.402 -1.366 -5.071
H 5.220 0.956 -3.757
H 5.504 -0.388 -5.010
H 6.251 -0.522 -3.396
H 0.963 0.109 -2.621
H 2.442 -0.163 -2.215
C -0.550 -4.751 2.944
C -0.734 -5.761 1.858
C -0.467 -5.244 0.377
O -1.590 -4.417 0.146
C -1.794 -4.003 -1.159
N 0.114 -6.851 2.182
H -1.400 -4.078 2.831
H 0.415 -4.254 2.854
H -0.614 -5.138 3.961
H -1.746 -6.152 1.962
H -0.382 -6.030 -0.373
H 0.466 -4.694 0.264
H -0.950 -3.462 -1.586
H -2.742 -3.483 -1.300
H -2.046 -4.934 -1.667
H -0.069 -7.248 3.092
H 0.012 -7.673 1.603
C 1.748 -4.534 2.987
C 3.191 -4.486 3.730
C 3.199 -3.640 4.995
O 4.536 -3.491 5.232
C 4.697 -2.760 6.432
N 3.575 -5.918 4.009
H 1.648 -3.650 2.357
H 0.954 -4.521 3.734
H 1.557 -5.340 2.278
H 3.897 -4.031 3.036
H 2.663 -4.241 5.730
H 2.577 -2.757 4.847
H 4.327 -3.344 7.276
H 4.171 -1.806 6.414
H 5.756 -2.619 6.650
H 4.524 -6.090 4.309
H 3.044 -6.051 4.858
C 0.259 1.974 -5.935
C 0.951 2.862 -4.908
C -0.027 3.235 -3.789
O -1.003 4.161 -4.373
C -0.764 5.567 -4.361
N 2.219 2.199 -4.427
H -0.390 1.173 -5.581
H 0.873 1.582 -6.746
H -0.472 2.547 -6.505
H 1.291 3.728 -5.477
H 0.477 3.541 -2.873
H -0.464 2.306 -3.422
H -1.738 5.992 -4.603
H 0.052 5.902 -5.002
H -0.575 6.012 -3.385
H 2.782 2.731 -3.779
H 2.799 1.905 -5.200
C 0.678 -2.700 1.209
C 0.824 -1.222 0.804
C -0.152 -0.794 -0.380
O 0.151 0.591 -0.573
C -0.677 1.380 -1.495
N 0.449 -0.453 1.988
H -0.263 -2.910 1.718
H 1.512 -2.943 1.867
H 0.651 -3.344 0.329
H 1.829 -1.061 0.413
H -1.191 -0.868 -0.057
H 0.033 -1.470 -1.215
H -0.273 1.756 -2.435
H -1.021 2.290 -1.003
H -1.559 0.791 -1.749
H -0.467 -0.710 2.329
H 0.203 0.376 1.467
C -2.746 6.296 -3.510
C -3.115 6.314 -1.935
C -1.978 5.769 -1.066
O -1.601 4.483 -1.609
C -0.331 3.898 -1.309
N -3.631 7.655 -1.673
H -3.435 6.817 -4.175
H -2.619 5.278 -3.878
H -1.741 6.711 -3.586
H -4.020 5.717 -1.819
H -2.218 5.846 -0.006
H -1.288 6.602 -1.199
H -0.344 3.819 -0.222
H 0.391 4.640 -1.650
H -0.234 2.888 -1.707
H -3.998 7.886 -2.585
H -4.471 7.597 -1.115
C 2.787 -1.100 4.033
C 3.049 -0.185 2.839
C 3.236 -1.081 1.570
O 4.567 -1.547 1.467
C 4.636 -2.727 0.661
N 1.951 0.804 2.693
H 2.535 -0.408 4.836
H 3.569 -1.858 4.078
H 1.823 -1.602 3.946
H 3.972 0.289 3.174
H 3.081 -0.510 0.654
H 2.569 -1.941 1.638
H 4.244 -3.629 1.131
H 5.674 -2.956 0.421
H 4.163 -2.514 -0.298
H 2.068 1.254 1.796
H 1.117 0.333 2.372
```

Output
**2S+1**: 1
**Electronic energy**: -2888.0550 hartree
**HOMO level**: -6.09 eV
**LUMO level**: 0.014 Ha
**Energy above the lowest of the compared OMol25 structures with the same formula, charge and spin**: 4610.8 kJ/mol

Löwdin atomic charge list, values in e, 4 entries: C -0.01; C -0.36; C -0.12; O -0.20